Entry 1:
The following is a DFT calculation (ωB97M-V/def2-TZVPD) of a molecular structure, C31H26NP2PtS3.

Output
Net charge: -1
E_tot: -3248.3285 a.u.
Spin multiplicity: 3
Frontier orbital gap (alpha / beta): 5.38 / 6.40 eV

Last column: Mulliken spin population.
CARTESIAN COORDINATES (ANGSTROEM)
Pt1 0.539 1.289 1.650  1.00
C1 2.679 0.939 -0.668  -0.01
P1 0.975 1.590 -0.855  0.08
C2 1.199 3.303 -1.436  0.01
C3 2.279 3.692 -2.228  0.00
C4 2.405 5.003 -2.655  0.00
C5 1.448 5.945 -2.295  0.00
C6 0.373 5.570 -1.505  0.00
C7 0.253 4.256 -1.073  0.03
C8 0.358 0.791 -2.384  -0.01
C9 -0.820 1.281 -2.953  0.03
C10 -1.374 0.677 -4.068  -0.01
C11 -0.771 -0.449 -4.619  0.02
C12 0.384 -0.957 -4.048  -0.01
C13 0.949 -0.340 -2.936  0.03
C14 2.579 -0.334 0.105  0.03
C15 3.087 -1.593 -0.123  0.01
C16 2.604 -2.408 0.937  0.00
C17 1.814 -1.602 1.734  -0.02
C18 1.129 -1.909 3.024  0.02
P2 -0.724 -1.950 3.202  -0.01
C19 -1.182 -3.528 2.370  0.00
C20 -2.353 -4.144 2.807  0.00
C21 -2.800 -5.327 2.236  0.00
C22 -2.069 -5.926 1.222  0.00
C23 -0.894 -5.331 0.782  0.00
C24 -0.458 -4.142 1.348  0.00
C25 -1.477 -0.767 2.006  0.05
C26 -1.442 -0.937 0.622  -0.02
C27 -2.272 -0.198 -0.210  0.01
C28 -3.128 0.745 0.335  0.00
C29 -3.154 0.949 1.711  0.00
C30 -2.350 0.187 2.539  0.01
N1 1.815 -0.332 1.234  0.13
H1 3.218 0.808 -1.609  0.00
H2 3.196 1.709 -0.081  -0.02
H3 3.025 2.963 -2.519  0.00
H4 3.250 5.293 -3.266  0.00
H5 1.549 6.972 -2.622  0.00
H6 -0.364 6.303 -1.204  0.00
H7 -0.569 3.971 -0.426  0.00
H8 -1.301 2.152 -2.521  0.00
H9 -2.281 1.081 -4.501  0.00
H10 -1.208 -0.931 -5.484  0.00
H11 0.854 -1.841 -4.462  0.00
H12 1.836 -0.765 -2.483  0.01
H13 3.737 -1.887 -0.933  0.00
H14 2.822 -3.452 1.109  0.00
H15 1.435 -2.900 3.374  0.00
H16 1.467 -1.199 3.783  0.00
H17 -2.921 -3.689 3.610  0.00
H18 -3.715 -5.785 2.590  0.00
H19 -2.412 -6.851 0.776  0.00
H20 -0.317 -5.791 -0.010  0.00
H21 0.452 -3.682 0.986  0.00
H22 -0.772 -1.675 0.195  0.00
H23 -2.231 -0.356 -1.279  0.00
H24 -3.772 1.330 -0.311  0.00
H25 -3.803 1.702 2.141  0.00
H26 -2.374 0.332 3.613  0.00
S1 0.119 4.220 5.167  0.06
C31 0.363 3.067 4.026  -0.05
S2 0.679 1.390 4.238  0.27
S3 0.438 3.468 2.293  0.37



Entry 2:
The following is a DFT calculation (ωB97M-V/def2-TZVPD) of a molecular structure, C31H27BNO2P2PbSbSe4 at a distorted geometry.

Output
Energy above the lowest of the compared OMol25 structures with the same formula, charge and spin: 25.8 kcal per mole
E_tot: -12149.2496 a.u.
Frontier orbital gap: 6.07 eV

Last column: Löwdin charge in e.
CARTESIAN COORDINATES (ANGSTROEM)
Pb1 0.585 0.091 -0.401  0.73
C1 -3.949 1.434 -0.089  -0.13
N1 -2.619 0.841 -0.137  -0.52
P1 -1.345 1.503 0.778  0.83
C2 -2.143 1.695 2.415  -0.34
C3 -2.171 0.574 3.240  -0.09
C4 -2.858 0.621 4.440  -0.07
C5 -3.507 1.786 4.820  -0.08
C6 -3.479 2.903 4.000  -0.07
C7 -2.805 2.858 2.794  -0.10
C8 -1.116 3.207 0.161  -0.41
C9 -0.550 4.185 0.980  -0.16
C10 -0.239 5.425 0.451  -0.07
C11 -0.446 5.685 -0.895  -0.08
C12 -0.950 4.696 -1.724  -0.07
C13 -1.278 3.459 -1.200  -0.09
P2 -2.228 -0.596 -1.006  0.90
C14 -3.708 -1.622 -0.728  -0.37
C15 -4.243 -2.366 -1.775  -0.09
C16 -5.317 -3.206 -1.551  -0.08
C17 -5.854 -3.326 -0.280  -0.08
C18 -5.300 -2.612 0.773  -0.08
C19 -4.227 -1.769 0.555  -0.10
C20 -2.449 -0.090 -2.757  -0.38
C21 -3.518 0.694 -3.182  -0.10
C22 -3.569 1.167 -4.478  -0.08
C23 -2.561 0.856 -5.377  -0.07
C24 -1.502 0.063 -4.970  -0.09
C25 -1.450 -0.414 -3.671  -0.14
H1 -4.210 1.702 0.938  0.08
H2 -4.684 0.712 -0.448  0.07
H3 -3.995 2.339 -0.701  0.08
H4 -1.646 -0.325 2.936  0.11
H5 -2.896 -0.251 5.079  0.11
H6 -4.031 1.829 5.763  0.10
H7 -3.993 3.808 4.289  0.11
H8 -2.787 3.723 2.146  0.10
H9 -0.351 3.967 2.023  0.11
H10 0.185 6.186 1.090  0.11
H11 -0.189 6.648 -1.309  0.11
H12 -1.065 4.879 -2.783  0.11
H13 -1.646 2.678 -1.855  0.10
H14 -3.808 -2.282 -2.761  0.10
H15 -5.736 -3.771 -2.371  0.11
H16 -6.694 -3.981 -0.105  0.10
H17 -5.706 -2.715 1.768  0.10
H18 -3.788 -1.221 1.379  0.09
H19 -4.324 0.935 -2.511  0.09
H20 -4.399 1.788 -4.783  0.10
H21 -2.612 1.225 -6.391  0.11
H22 -0.694 -0.164 -5.650  0.10
H23 -0.625 -1.047 -3.370  0.07
O1 2.947 -1.737 0.623  0.08
B1 1.769 -1.272 1.207  -0.64
O2 1.634 -1.850 2.467  0.13
C26 2.707 -2.669 2.640  -0.21
C27 3.051 -3.484 3.701  0.00
C28 4.215 -4.229 3.573  -0.09
C29 4.997 -4.178 2.427  -0.09
C30 4.654 -3.364 1.358  0.01
C31 3.510 -2.606 1.495  -0.21
H24 2.436 -3.540 4.585  0.12
H25 4.522 -4.871 4.385  0.10
H26 5.891 -4.781 2.369  0.10
H27 5.239 -3.321 0.453  0.12
Se1 4.329 1.639 -0.349  0.05
Sb1 3.014 2.418 -2.432  -0.01
Se2 2.149 2.323 0.181  -0.05
Se3 2.060 0.563 -3.644  -0.09
Se4 2.858 4.738 -3.015  -0.11